67
Properties=species:S:1:pos:R:3:forces:R:3 method="wB97M-V/def2-TZVPD" lumo_ev="0.294 / 0.291" e_above_lowest_ev=0.4757 multiplicity=2 charge=0
H -3.808837 1.115503 -2.603289 0.27 -0.11 0.24
C -4.220056 1.102668 4.280728 -0.02 -0.03 -0.04
H 0.460872 1.828525 2.955584 0.31 -0.16 0.10
H -1.343053 -4.247058 0.749556 0.25 -0.31 -0.12
H 4.078239 -0.488892 1.035364 -0.09 -0.10 0.16
O 1.725520 1.444694 -3.314218 1.00 0.20 -3.19
C 2.250126 2.650498 -6.709011 -0.19 0.15 0.31
H -2.453006 -0.546213 5.676541 0.03 0.00 -0.08
H -5.591044 -2.249743 -0.506319 0.19 0.11 -0.03
C -2.776447 -0.883545 4.686670 -0.02 0.03 0.12
H -3.643472 -1.536055 4.824804 0.04 0.04 -0.09
H -5.139298 0.520317 4.391290 0.06 -0.02 -0.11
C 1.705025 -4.715442 -0.695914 -0.18 0.16 -0.13
C -5.295870 -1.208355 -0.330790 0.23 0.22 -0.07
C -3.098148 -0.302928 -1.157027 0.52 -0.10 1.29
Cl 0.302892 -0.512348 -2.192641 -0.30 -0.71 -0.20
Cl -1.138330 2.595258 0.430508 -0.11 0.37 0.31
H 0.853869 0.704718 4.291842 0.20 0.19 -0.32
H -4.391675 1.901764 3.559986 0.08 -0.08 -0.01
H -4.003974 1.547320 5.256620 0.10 0.01 -0.09
O -0.588801 -2.214696 0.483589 0.71 -0.63 -0.47
H 2.417085 -3.950279 -1.017290 -0.17 -0.09 0.05
C 3.845395 0.095236 4.183798 0.06 0.11 0.32
C 2.052807 0.479558 2.511614 -0.25 -0.31 -1.08
H -2.068239 0.650381 -2.735485 -0.55 0.08 0.37
N -3.124577 0.253703 3.849525 0.23 -0.25 -0.13
H -2.724398 1.290762 2.073702 -0.06 -0.09 0.32
Yb -0.354568 0.115149 0.223505 -0.42 0.33 -0.15
H -0.173210 -5.530852 1.188963 0.03 -0.02 0.13
C -2.904610 0.827004 -2.023178 0.41 1.03 -0.74
H -0.960463 -5.577158 -0.390276 -0.01 0.02 -0.05
H 2.055269 1.722654 -7.254203 -0.12 0.34 0.10
H 1.836870 0.442264 -5.137877 -0.16 0.33 0.56
C -0.557868 -4.915156 0.377457 0.07 0.07 -0.05
H 3.295455 -1.905326 1.781185 0.06 0.22 -0.01
H -3.278754 -1.595949 0.517865 0.06 0.19 -0.64
C 3.879017 -0.998067 1.983902 0.15 -0.18 -0.31
H 2.165430 -5.333959 0.075597 0.04 0.02 0.06
H -5.752625 -0.915235 0.624501 0.16 0.03 -0.14
C -2.421403 0.452635 2.724116 0.87 -0.44 -0.42
H 2.253869 3.920790 -8.471171 0.09 -0.03 0.61
C 1.282124 1.331499 3.490051 -0.17 0.23 0.07
C 0.352075 -2.766266 -0.124620 -0.07 0.84 0.32
H 1.928722 2.092182 3.953722 -0.26 -0.21 -0.19
H 4.066976 -0.860168 4.669725 -0.16 0.07 -0.03
N 3.184608 -0.126240 2.913015 -0.11 0.18 0.07
H 1.102027 -2.149551 -0.674847 -0.25 -0.60 0.37
C 2.746858 3.751878 -4.605877 -0.36 0.22 -0.27
O -1.441545 -0.258096 2.393343 -1.20 0.86 0.44
H -1.969448 -1.428930 4.193103 -0.19 0.06 0.17
H -5.731117 -0.593805 -1.125632 0.01 -0.10 0.15
H 4.804682 0.605982 4.038077 -0.14 0.02 -0.05
H 1.468969 -5.356581 -1.545226 -0.01 0.00 -0.07
H 2.926696 3.687142 -3.537777 -0.24 -0.07 -0.09
H -2.589870 1.698138 -1.375136 -0.40 -0.74 -0.74
O 1.655196 0.296708 1.330448 0.63 0.07 1.64
H 2.739444 5.997388 -7.169426 -0.02 -0.29 0.15
C 2.663437 5.039806 -6.650568 -0.08 -0.39 0.04
C -3.761742 -1.029783 -0.304782 -0.98 -0.56 0.27
H 4.825717 -1.290131 2.441301 -0.09 0.02 -0.10
C 1.926355 1.384132 -4.530556 0.25 0.63 1.94
C 2.377335 3.872545 -7.378768 0.21 0.15 0.07
N 0.504535 -4.085160 -0.178576 -0.27 -0.33 0.19
H 3.131793 5.871960 -4.702993 -0.03 -0.22 -0.16
H 3.232425 0.699311 4.854829 0.12 -0.19 -0.15
C 2.337337 2.607604 -5.309905 0.15 0.10 -0.02
C 2.871417 4.974321 -5.263031 0.09 -0.35 -0.44

=====

12
Properties=species:S:1:pos:R:3:forces:R:3 method="wB97M-V/def2-TZVPD" lumo_ev=0.641 e_above_lowest_ev=4.0268 charge=0
C 0.800172 0.378957 1.288424 0.64 2.49 -1.37
H -1.463161 -1.586259 0.105799 1.10 3.29 -0.80
C 0.402171 -0.354813 -0.914847 -0.37 -0.89 -1.78
H 1.108771 -0.302035 2.091290 -0.69 -0.71 -0.43
S -2.198951 0.817400 -0.973434 -1.10 -0.03 -1.27
O -0.584433 0.550177 1.001039 -0.67 -0.88 -0.59
H 1.125007 1.375328 1.721539 -0.12 -0.83 -0.77
C 1.364783 0.063311 -0.130197 -1.39 0.37 2.99
H 2.352686 0.297971 -0.256206 2.50 -0.40 -0.82
H 0.545486 -0.963184 -1.883555 -0.56 1.64 1.48
C -0.906385 -0.056297 -0.241811 0.52 -4.81 2.86
H -2.546146 -0.220556 -1.808040 0.16 0.77 0.51

=====

33
Properties=species:S:1:pos:R:3:forces:R:3 method="wB97M-V/def2-TZVPD" lumo_ev="0.234 / -0.458" e_above_lowest_ev=6.0640 charge=0
O 3.935662 -0.705290 0.657969 -0.31 -0.74 0.15
C 0.297415 2.274166 0.763013 1.91 -1.78 -4.14
H -1.304965 -1.316528 -1.687997 -3.11 1.42 -1.35
H 1.513968 0.771629 1.602486 -0.49 -0.51 -0.41
C -0.482730 -1.792774 -1.361899 2.86 0.59 1.40
C -1.016326 2.417092 0.085217 -1.70 2.31 0.05
H 0.315219 -1.565096 -2.095088 -0.28 -0.54 0.61
C 4.526032 -0.130083 -0.151966 -0.60 0.17 1.32
N 1.211050 0.432911 -0.875167 3.41 -0.24 -2.95
H -0.630326 -2.809239 -1.243134 -0.38 -2.23 -0.46
H 1.057809 2.400728 -0.062097 -0.29 0.46 1.32
H -0.741600 1.342794 -1.842673 -0.58 0.02 0.73
H -2.058011 -2.232089 0.779061 -0.06 -1.49 -0.10
O 5.123380 0.536085 -0.862054 0.88 0.61 -1.44
N 0.351780 0.066283 -0.029001 -2.26 -2.03 1.03
H 0.458867 2.879286 1.564644 0.31 1.99 2.08
H 1.838745 -2.141949 0.230389 1.11 -0.36 -1.47
H -2.336251 -0.575128 0.574910 2.51 -1.28 1.37
C 0.919493 -2.134868 0.727321 -3.00 -2.04 -0.50
H -1.688399 2.332784 0.923111 -1.20 0.04 0.18
C -1.393761 1.452366 -0.951049 0.20 -0.20 -0.70
O -2.999073 0.364762 -2.157192 -1.18 0.01 1.10
H 1.432346 -0.262476 -1.630219 -0.88 0.64 1.10
H 1.116476 -1.512473 1.522915 0.54 0.28 2.93
H 0.478865 -3.187106 0.916177 1.20 1.66 0.24
C -1.489443 -1.355584 0.942046 -0.14 2.12 0.72
H -1.163888 -1.333080 2.076394 -1.15 0.30 -2.22
C 0.491920 0.809019 1.161506 -0.17 2.63 2.87
H -1.222832 3.483133 -0.370334 0.72 -1.62 0.96
H -0.230492 0.665094 2.018233 0.47 -0.75 -1.32
C -2.731184 0.950878 -1.097940 1.65 0.72 -0.61
C -0.200065 -1.331895 0.073708 0.25 0.48 -1.47
H -3.379676 1.206653 -0.201285 -0.22 -0.65 -1.01

=====

17
Properties=species:S:1:pos:R:3:forces:R:3 method="wB97M-V/def2-TZVPD" lumo_ev=3.325 e_above_lowest_ev=0.2753 charge=-1
S -0.729354 -0.381484 2.900614 0.08 -0.44 0.03
C 0.600152 1.699878 -2.158919 0.35 -0.83 0.86
H 0.504369 -0.021168 0.868239 0.01 -0.16 0.31
H 0.928269 1.156234 2.097240 -0.28 0.00 0.18
C -0.995330 -1.993226 2.070903 -0.10 0.60 0.58
H 0.480869 2.645095 -2.697613 -0.30 0.00 0.07
H 1.657556 -0.412606 2.173203 -0.37 -0.36 0.24
H -0.374272 0.345536 -3.503422 -0.19 -0.03 0.08
H -1.177981 -1.776330 1.021320 0.23 -0.29 -0.17
C 0.712113 0.094001 1.947700 0.53 0.71 -0.73
H 0.594764 1.809803 -1.065725 -0.09 0.62 -0.17
H -1.861440 -2.476145 2.523981 -0.02 0.07 0.00
H -0.113641 -2.601611 2.265629 -0.04 -0.10 -0.35
C -0.410357 0.572063 -2.428798 0.33 0.44 -0.63
H -1.416814 0.939004 -2.202984 -0.02 -0.07 0.00
H 1.608138 1.314426 -2.336384 -0.02 0.02 -0.31
S -0.007042 -0.913469 -1.474985 -0.12 -0.17 0.02